Entry from OMol25: 8 unconnected molecules or ions with the total composition C64H47Cl5NO12 in a non-equilibrium geometry (ωB97M-V with the def2-TZVPD basis set).

```
129
C64H47Cl5NO12 | OMol25 | ωB97M-V with the def2-TZVPD basis set
H 12.57 33.60 -12.05
O 10.13 29.23 -8.65
H 20.96 30.75 -14.33
H 9.93 19.79 -20.60
C 12.70 19.92 -21.29
C 6.81 25.19 -14.94
H 27.39 20.44 -12.16
C 21.07 31.16 -9.80
C 20.73 31.61 -7.40
H 11.05 29.90 -11.01
O 13.98 28.49 -18.86
C 19.01 30.37 -8.56
C 19.49 28.65 -22.60
C 26.13 18.85 -12.92
C 24.19 20.79 -13.15
C 18.44 29.71 -9.77
C 26.44 20.18 -12.60
C 12.16 27.25 -30.91
H 6.21 26.24 -34.70
C 6.69 26.04 -33.75
C 9.38 33.03 -5.74
N 12.92 18.84 -20.88
H 17.41 29.65 -12.31
H 18.52 21.03 -15.87
C 8.28 32.51 -5.14
C 10.40 26.36 -32.46
H 6.95 30.77 -5.14
H 18.45 30.60 -5.19
C 6.70 25.41 -31.40
H 25.60 22.14 -12.40
C 7.79 31.24 -5.64
C 10.10 32.38 -6.80
C 21.08 30.89 -12.24
C 22.01 21.64 -14.12
C 12.06 33.09 -11.25
H 22.03 31.40 -12.32
H 11.81 34.66 -9.65
C 8.82 25.60 -30.00
C 8.52 30.56 -6.63
C 8.87 25.99 -32.49
H 7.71 33.08 -4.43
H 24.69 17.53 -13.85
H 18.98 23.04 -14.76
H 20.26 19.10 -15.63
H 6.21 25.22 -30.46
O 8.19 25.17 -28.98
C 21.08 22.66 -14.29
C 21.68 20.38 -14.69
C 20.08 31.39 -6.18
C 8.14 25.61 -31.31
C 19.81 22.35 -14.77
Cl 5.28 25.10 -14.03
H 21.25 23.63 -13.83
H 12.52 27.23 -27.53
O 17.35 29.01 -9.73
O 11.68 34.18 -7.26
H 7.46 24.34 -14.72
H 7.46 25.41 -17.02
C 10.28 30.42 -8.45
H 18.50 29.73 -20.96
O 22.51 18.22 -15.03
O 13.18 27.12 -20.65
H 8.53 26.54 -34.61
H 4.97 25.33 -32.60
O 23.60 23.08 -13.12
C 20.42 30.59 -13.41
C 11.10 33.17 -7.58
H 10.17 21.50 -19.88
H 19.59 28.64 -23.68
C 20.25 31.05 -8.58
H 26.85 18.04 -12.88
H 12.18 31.32 -12.44
H 7.32 26.11 -14.68
H 18.49 29.89 -14.26
H 10.54 22.37 -22.18
C 19.47 21.14 -15.37
C 10.75 26.54 -28.65
C 8.06 26.26 -33.68
H 5.96 24.34 -16.88
H 20.57 31.70 -5.28
H 8.95 21.12 -20.90
H 21.63 32.19 -7.46
H 8.08 29.64 -7.00
H 12.68 27.50 -31.83
O 14.99 26.36 -19.33
C 18.86 30.79 -6.17
H 10.20 26.41 -27.73
C 11.80 31.78 -11.54
H 10.46 20.58 -22.71
C 6.03 25.52 -32.60
C 19.13 30.12 -13.42
Cl 13.78 27.15 -19.35
C 20.43 30.65 -11.06
O 22.12 31.75 -9.70
C 11.32 32.68 -8.98
C 22.68 19.30 -14.53
C 23.26 21.91 -13.42
C 10.78 21.32 -21.98
C 19.18 30.04 -11.00
C 10.15 26.24 -29.87
H 12.88 21.98 -21.31
C 23.88 19.58 -13.67
Cl 17.51 30.78 -22.97
C 18.29 30.26 -7.32
C 12.08 27.07 -28.50
C 18.46 29.90 -12.22
Cl 21.19 28.35 -22.01
C 6.55 25.16 -16.48
C 24.88 18.56 -13.57
H 19.61 30.67 -21.94
C 11.76 33.63 -9.96
C 12.71 27.41 -29.66
H 18.93 27.76 -22.32
O 12.89 26.48 -18.48
Cl 5.52 26.51 -17.07
C 12.31 21.22 -21.85
C 9.57 31.13 -7.26
H 13.57 28.05 -29.55
C 25.50 21.10 -12.66
H 9.64 34.00 -5.35
C 20.43 20.12 -15.32
C 18.84 29.89 -21.98
C 11.00 31.33 -9.36
H 12.79 21.17 -22.83
C 10.89 26.62 -31.09
H 17.44 29.60 -7.21
C 11.23 30.90 -10.64
C 10.00 20.87 -20.76
O 11.10 26.59 -33.47
```

The HOMO-LUMO gap comes out at 0.2043 Ha. As for the spin multiplicity: 1. The total energy comes out at -5725.355610 hartree. The net charge is -1. The value obtained for the HOMO energy is -5.9 eV. For the LUMO energy, the calculation gives -0.01192 Eh.